## w
14
Properties=species:S:1:pos:R:3:lowdin_charge:R:1 method="wB97M-V/def2-TZVPD" charge=+1 homo_ev=-12.57
C -1.69 -2.03 -0.38 -0.3574
C -1.10 0.74 -0.17 -0.4512
N -1.81 1.88 -0.11 -0.0560
N 1.95 0.65 0.10 0.2852
S -2.27 -0.45 0.32 0.8555
H -1.62 -1.77 -1.41 0.0237
H -2.48 -2.77 -0.18 0.0569
H -0.74 -2.27 0.02 0.0139
H 0.96 0.65 -0.18 0.0378
H -2.73 1.70 0.26 0.0404
H -1.51 2.80 -0.37 0.1002
H 2.14 1.13 1.03 0.1833
H 2.47 -0.22 0.18 0.1446
H 2.63 1.09 -0.45 0.1231

## x
14
Properties=species:S:1:pos:R:3:lowdin_charge:R:1 method="wB97M-V/def2-TZVPD" charge=+1 homo_ev=-13.65
C 1.28 -0.62 -0.16 -0.0360
C -0.08 0.05 -0.04 -0.5370
N -1.18 -0.75 0.14 -0.4722
N -0.20 0.99 -1.22 0.1677
S -2.72 -0.01 0.12 0.8021
H 1.92 -0.40 0.68 0.0886
H 1.76 -0.31 -1.01 0.0469
H 1.26 -1.76 -0.27 0.1353
H -0.10 1.24 1.30 0.2134
H -0.97 -1.63 0.69 0.1463
H -1.01 1.65 -0.90 0.1583
H -0.54 0.32 -1.98 0.1970
H 0.74 1.26 -1.31 0.1228
H -2.56 0.10 1.54 -0.0332

Unit: kJ/mol. Relative energies: w 0.0; x 210.5.

## w
10
Properties=species:S:1:pos:R:3:lowdin_charge:R:1 method="wB97M-V/def2-TZVPD" charge=-1 homo_ev=-4.10
C 0.46 -1.59 0.76 -0.4390
N 0.61 -0.39 0.16 -0.0401
N -0.22 0.17 -1.09 -0.1428
O -1.19 2.68 -1.47 -0.5667
O 0.04 -2.62 0.24 -0.0649
O 0.20 2.11 0.45 -0.5794
S -1.00 1.71 -0.35 0.6193
H 0.89 -1.72 1.78 0.1184
H 0.92 0.36 0.80 0.0736
H -0.70 -0.69 -1.27 0.0217

## x
10
Properties=species:S:1:pos:R:3:lowdin_charge:R:1 method="wB97M-V/def2-TZVPD" charge=-1 homo_ev=-5.13
H 1.38 -1.75 -1.37 0.0646
N 0.51 -1.25 -0.93 0.0179
N 0.77 -0.20 -0.29 -0.1737
C -0.29 0.46 0.32 -0.3281
S -0.89 1.83 -0.92 0.3954
O -2.03 2.49 -0.16 -0.4414
O 0.24 2.76 -1.12 -0.4051
O -1.29 1.01 -1.97 -0.3596
H -1.27 -0.19 0.57 0.1228
H 0.18 0.93 1.28 0.1071

Unit: kJ/mol. Relative energies: w 0.0; x 33.2.

## w
47
Properties=species:S:1:pos:R:3:lowdin_charge:R:1 method="wB97M-V/def2-TZVPD" charge=0 homo_ev=-7.79
C 5.13 0.87 -0.22 -0.0613
C 5.15 -0.65 -0.22 -0.2481
O 4.09 -1.22 0.53 -0.0580
C 2.82 -1.23 0.01 -0.2702
C 2.48 -0.83 -1.28 -0.0329
C 1.18 -0.89 -1.74 -0.0058
C 0.20 -1.37 -0.88 -0.2302
N -1.15 -1.53 -1.06 0.1042
C -1.60 -2.00 0.07 -0.6499
S -3.26 -2.37 0.44 1.0005
C -4.12 -1.71 -1.02 -0.3353
C -4.16 -0.18 -0.95 -0.5846
O -5.10 0.42 -0.48 0.0552
N -3.07 0.39 -1.50 0.0695
C -2.70 1.76 -1.22 -0.1023
C -1.43 1.77 -0.40 -0.1389
C -0.23 2.20 -0.93 -0.0396
C 0.94 2.14 -0.18 -0.0968
C 0.90 1.64 1.10 -0.0837
C -0.30 1.21 1.65 -0.0221
C -1.47 1.27 0.91 -0.2315
O -2.68 0.85 1.35 -0.1006
C -2.84 0.46 2.68 -0.0839
N -0.62 -2.18 1.01 0.1279
C 0.56 -1.78 0.43 -0.1976
C 1.85 -1.72 0.89 0.0574
H 5.17 1.24 0.80 0.0791
H 5.98 1.25 -0.77 0.0773
H 4.21 1.24 -0.68 0.0546
H 5.16 -1.05 -1.24 0.1156
H 6.05 -1.01 0.29 0.1229
H 3.23 -0.46 -1.95 0.1030
H 0.92 -0.57 -2.74 0.1177
H -3.61 -2.08 -1.90 0.0819
H -5.13 -2.11 -0.95 0.0835
H -2.29 -0.23 -1.72 0.0918
H -3.53 2.22 -0.67 0.1299
H -2.55 2.30 -2.16 0.1226
H -0.20 2.58 -1.94 0.1133
H 1.87 2.48 -0.61 0.0966
H 1.80 1.58 1.69 0.1072
H -0.30 0.82 2.66 0.1069
H -2.26 -0.44 2.91 0.0765
H -3.90 0.24 2.79 0.0995
H -2.56 1.26 3.37 0.1000
H -0.75 -2.56 1.93 0.1544
H 2.13 -2.03 1.88 0.1244

## x
47
Properties=species:S:1:pos:R:3:lowdin_charge:R:1 method="wB97M-V/def2-TZVPD" charge=0 homo_ev=-8.25
C 0.77 6.04 0.44 -0.0643
N 0.93 4.72 1.04 0.0396
C 0.15 3.63 1.04 -0.4296
O 0.57 2.69 1.71 0.0485
C -1.25 3.49 0.37 -0.1570
C -1.30 2.44 -0.77 -0.0979
C -0.80 1.05 -0.42 -0.2257
C -1.63 0.14 0.26 -0.0372
C -1.15 -1.14 0.60 -0.0763
C 0.16 -1.51 0.25 -0.0917
C 0.99 -0.61 -0.44 -0.0724
C 0.51 0.67 -0.78 -0.0354
N -2.00 4.70 -0.02 0.0972
C -1.83 5.46 -1.11 -0.5828
C -2.71 6.69 -1.20 0.0032
O -1.04 5.22 -2.00 0.0410
H 1.59 6.69 0.76 0.0873
H -0.17 6.50 0.76 0.0751
H 0.81 5.97 -0.65 0.0768
H 1.78 4.58 1.56 0.1404
H -1.84 3.04 1.17 0.1511
H -0.71 2.80 -1.61 0.1097
H -2.33 2.35 -1.11 0.1270
H -2.63 0.43 0.54 0.1058
H -1.78 -1.83 1.14 0.0936
H 0.54 -2.48 0.53 0.0787
H 2.00 -0.89 -0.70 0.0938
H 1.15 1.36 -1.30 0.1111
H -2.70 5.01 0.63 0.1435
H -3.76 6.39 -1.16 0.0827
H -2.51 7.18 -2.15 0.0880
H -2.47 7.36 -0.38 0.0790
S -0.65 -9.47 2.21 0.6230
C 0.30 -8.29 1.52 -0.8350
N -0.22 -7.14 0.95 0.1122
C 0.82 -6.48 0.33 -0.1964
C 0.88 -5.33 -0.45 -0.0156
C 2.13 -4.90 -0.93 -0.0835
C 3.29 -5.64 -0.63 -0.0785
C 3.20 -6.80 0.14 0.0098
C 1.96 -7.22 0.62 -0.2018
O 1.66 -8.33 1.36 0.0666
H -1.20 -7.06 0.69 0.1635
H -0.02 -4.77 -0.67 0.1085
H 2.20 -4.00 -1.53 0.1021
H 4.25 -5.31 -1.01 0.1035
H 4.09 -7.39 0.37 0.1192

Unit: kJ/mol. Relative energies: w 0.0; x 33.3.

## w
7
Properties=species:S:1:pos:R:3:lowdin_charge:R:1 method="wB97M-V/def2-TZVPD" charge=-1 homo_ev="-2.30 / -2.07"
C -0.23 -0.73 1.49 -0.3449
C 0.37 0.40 1.48 -0.3594
N -0.66 0.18 -1.77 -0.3948
O 0.53 1.61 1.65 -0.1175
O -0.35 -1.92 1.22 -0.1173
Cl 0.50 -0.39 -2.84 0.4263
H -0.17 0.84 -1.23 -0.0925

## x
7
Properties=species:S:1:pos:R:3:lowdin_charge:R:1 method="wB97M-V/def2-TZVPD" charge=-1 homo_ev=-4.78
H -1.81 0.91 1.28 0.0383
N -1.18 0.15 0.98 0.0262
C -0.36 0.09 0.00 -0.6076
Cl -0.50 1.51 -1.14 0.4610
C 1.01 -0.72 -0.32 -0.7856
O 1.46 -0.57 -1.45 -0.0726
O 1.39 -1.37 0.66 -0.0597

Unit: kJ/mol. Relative energies: w 468.2; x 0.0.